Record 1
Computed, not measured: a molecular structure, C14H17BF6N6OTi, with ωB97M-V with the def2-TZVPD basis set.

Values from the calculation:
Frontier orbital gap = 5.35 eV
Charge = +2

Each line ends with the Löwdin charge.
Atoms and positions in Å:
H 0.329 2.895 0.565  0.1101
N 0.023 1.470 -0.873  -0.0789
B -0.299 0.117 -2.998  -0.4588
N 0.027 1.443 -2.261  0.0098
C 0.367 2.649 -2.722  0.0262
Ti -0.183 -0.165 0.360  1.2503
H 0.434 2.806 -3.786  0.1529
C 0.550 3.522 -1.631  0.0335
H 0.847 4.558 -1.628  0.1232
C 0.283 2.737 -0.496  -0.0604
H -0.232 0.244 -4.157  0.1249
C -1.328 -1.758 1.235  -0.0664
H -1.369 -1.792 2.293  0.0444
H -0.615 -2.606 1.072  0.1479
H -2.185 -2.161 0.756  0.0480
N -1.804 -0.223 -2.644  -0.0172
N 0.674 -0.980 -2.508  0.0130
N -2.071 -0.403 -1.276  -0.0222
N 0.814 -1.231 -1.154  -0.0573
C -2.927 -0.400 -3.381  -0.0041
C 1.548 -1.761 -3.183  0.0245
H -2.825 -0.359 -4.480  0.1538
H 1.549 -1.728 -4.269  0.1569
C -3.984 -0.696 -2.489  0.0169
C 2.216 -2.581 -2.278  0.0180
C -3.345 -0.681 -1.210  -0.1393
C 1.704 -2.243 -1.022  -0.0597
H -5.021 -0.945 -2.691  0.1162
H 2.956 -3.356 -2.472  0.1330
H -3.699 -0.896 -0.220  0.1082
H 1.926 -2.559 -0.024  0.1242
H -1.797 -0.534 1.174  0.1663
C 2.268 1.524 3.035  0.0671
C 1.186 0.475 3.070  -0.3982
O 0.885 0.076 1.796  -0.1703
C 1.638 -0.826 3.766  -0.4859
F 2.076 -0.562 5.018  0.1899
F 0.690 -1.801 3.824  0.1572
F 2.670 -1.340 3.018  0.1443
C -0.093 1.057 3.778  -0.4369
F 0.401 1.470 5.001  0.1545
F -0.598 2.135 3.085  0.1365
F -1.143 0.205 3.971  0.1557
H 3.105 1.069 2.512  0.1197
H 2.439 1.754 4.081  0.1193
H 1.913 2.379 2.445  0.1096


Record 2
Computed, not measured: 2 unconnected molecules or ions with the total composition C4H8NS, with ωB97M-V with the def2-TZVPD basis set.

Values from the calculation:
Frontier orbital gap = 6.32 eV
Charge = -1

Each line ends with the Löwdin charge.
Atoms and positions in Å:
C 1.223 0.119 -1.627  -0.3021
C 0.950 -0.762 -2.588  -0.0310
C 1.396 -1.145 0.264  -0.1609
N 1.884 -0.209 -0.439  -0.0430
H 1.034 1.174 -1.779  0.0889
H 1.244 -1.801 -2.495  0.0389
H 0.403 -0.504 -3.485  0.0313
H 1.951 -1.456 1.144  0.0566
H 0.429 -1.590 0.035  0.0302
C -2.196 1.287 2.282  -0.7275
S -1.020 0.587 1.056  0.1035
H -3.026 0.609 2.503  -0.0259
H -1.673 1.463 3.225  -0.0288
H -2.600 2.227 1.904  -0.0302


Record 3
Computed, not measured: a molecular structure, C58H45Br2N4O2P2S2W, with ωB97M-V with the def2-TZVPD basis set.

Values from the calculation:
Frontier orbital gap = 3.50 eV
Charge = +3

Each line ends with the Löwdin charge.
Atoms and positions in Å:
W -1.274 0.526 -0.328  1.6952
C 4.438 1.991 -0.801  -0.0311
C 3.677 3.151 -0.834  -0.0351
C 2.297 3.077 -0.872  -0.0052
C 1.664 1.833 -0.855  -0.2412
C 2.431 0.673 -0.813  -0.0694
C 3.813 0.755 -0.799  -0.0691
N 0.250 1.737 -1.050  -0.0994
N -0.066 2.516 -2.092  0.1731
C -1.351 2.572 -2.439  -0.3266
C -1.730 3.400 -3.521  0.0515
C -3.057 3.566 -3.824  -0.0198
C -4.031 2.922 -3.059  -0.0193
C -3.662 2.079 -2.017  -0.1284
C -2.329 1.841 -1.660  -0.3284
H 5.515 2.044 -0.797  0.1220
H 4.165 4.114 -0.849  0.1224
H 1.698 3.972 -0.946  0.1173
H 1.937 -0.294 -0.862  0.0624
H 4.396 -0.155 -0.804  0.1132
H -0.952 3.897 -4.079  0.1361
H -3.349 4.192 -4.653  0.1324
H -5.074 3.062 -3.291  0.1355
H -4.461 1.596 -1.458  0.1217
Br -3.121 -0.038 1.372  0.4438
C -2.759 -0.858 -1.490  -0.6700
Br -2.755 -0.663 -3.446  0.8085
H -3.815 -0.689 -1.245  -0.0265
H -2.564 -1.930 -1.307  0.0076
O -0.150 -1.085 0.463  -0.5408
P 0.650 -2.403 0.536  0.8859
C 0.647 -3.144 -1.148  -0.2392
P 0.548 -1.910 -2.550  0.8539
O -0.204 -0.688 -2.011  -0.5384
C 2.172 -1.378 -3.134  -0.3216
C 3.344 -2.090 -2.910  -0.0673
C 4.533 -1.631 -3.453  -0.0487
C 4.548 -0.479 -4.224  -0.0342
C 3.378 0.233 -4.450  -0.0375
C 2.190 -0.216 -3.907  -0.0847
C -0.269 -2.883 -3.847  -0.3185
C 0.312 -2.964 -5.108  -0.0546
C -0.242 -3.788 -6.073  -0.0362
C -1.374 -4.532 -5.789  -0.0271
C -1.972 -4.437 -4.542  -0.0460
C -1.419 -3.624 -3.573  -0.1500
C -0.224 -3.532 1.645  -0.2763
C 0.041 -4.898 1.571  -0.0758
C -0.570 -5.770 2.453  -0.0380
C -1.463 -5.291 3.399  -0.0269
C -1.749 -3.936 3.459  -0.0355
C -1.120 -3.052 2.599  -0.0829
C 2.385 -2.210 1.055  -0.2861
C 2.928 -1.018 1.527  -0.1195
C 4.260 -0.960 1.898  -0.0483
C 5.058 -2.087 1.813  -0.0269
C 4.517 -3.288 1.379  -0.0358
C 3.186 -3.353 1.007  -0.0766
H -0.252 -3.764 -1.230  0.0696
H 1.499 -3.802 -1.299  0.0719
H 3.339 -2.993 -2.318  0.1037
H 5.448 -2.178 -3.281  0.1214
H 5.472 -0.138 -4.662  0.1221
H 3.394 1.124 -5.059  0.1214
H 1.268 0.325 -4.077  0.1145
H 1.205 -2.401 -5.333  0.1071
H 0.220 -3.854 -7.045  0.1218
H -1.789 -5.193 -6.533  0.1238
H -2.864 -5.000 -4.320  0.1217
H -1.896 -3.576 -2.603  0.0863
H 0.729 -5.277 0.829  0.1026
H -0.353 -6.825 2.402  0.1225
H -1.943 -5.973 4.082  0.1239
H -2.458 -3.561 4.181  0.1217
H -1.338 -1.994 2.672  0.0540
H 2.338 -0.117 1.574  0.0981
H 4.674 -0.024 2.236  0.1267
H 6.101 -2.023 2.074  0.1241
H 5.140 -4.167 1.326  0.1226
H 2.776 -4.297 0.677  0.1008
S -4.485 7.337 1.216  1.1104
C -5.245 7.951 -0.159  -0.3758
C -5.070 7.151 -1.269  -0.1542
C -4.301 6.017 -1.003  -0.1036
C -3.895 5.942 0.317  -0.4503
C -3.152 4.930 1.007  -0.1757
C -2.461 3.888 0.349  -0.0399
N -1.826 2.883 0.943  0.0730
C -1.754 2.923 2.307  -0.1755
C -2.388 3.950 3.061  -0.1123
C -2.317 3.987 4.483  0.0152
C -1.642 3.032 5.150  0.0147
C -1.005 1.977 4.435  -0.1132
C -0.359 0.977 5.149  0.0450
C 0.271 -0.055 4.468  -0.1793
C 0.198 -0.011 3.058  -0.1000
N -0.421 0.905 2.326  0.0408
C -1.035 1.914 3.013  -0.1938
C 0.973 -1.079 5.190  -0.4504
C 1.737 -2.143 4.745  -0.1067
C 2.294 -2.888 5.787  -0.1565
C 1.947 -2.411 7.028  -0.3757
S 0.950 -1.047 6.945  1.1103
C -3.115 4.927 2.396  0.0484
H -5.792 8.872 -0.101  0.0813
H -5.492 7.385 -2.228  0.1116
H -4.067 5.271 -1.741  0.0841
H -2.447 3.915 -0.729  0.0956
H -2.819 4.790 4.998  0.1336
H -1.575 3.034 6.226  0.1333
H -0.359 1.005 6.229  0.1009
H 0.671 -0.825 2.531  0.0570
H 1.893 -2.380 3.707  0.0890
H 2.920 -3.751 5.647  0.1111
H 2.223 -2.814 7.985  0.0811
H -3.641 5.674 2.969  0.1043


Record 4
Computed, not measured: 2 unconnected molecules or ions with the total composition C4H12NS, with ωB97M-V with the def2-TZVPD basis set.

Values from the calculation:
Frontier orbital gap = 8.72 eV
Charge = +1

Each line ends with the Löwdin charge.
Atoms and positions in Å:
C -1.294 -0.443 -1.045  -0.1389
C 1.268 -1.019 0.902  -0.0043
C 1.301 0.890 -0.847  0.0047
C -0.856 0.164 0.267  -0.6930
N 0.726 0.297 0.414  -0.2106
S -1.581 -0.365 1.785  0.7716
H -2.415 -0.396 -1.082  0.1144
H -0.896 0.128 -1.826  0.0423
H -0.910 -1.454 -1.112  0.0884
H 2.406 -0.958 0.855  0.1408
H 0.820 -1.172 1.855  0.0483
H 0.938 -1.850 0.280  0.1076
H 2.367 0.852 -0.676  0.0943
H 1.110 0.241 -1.730  0.1100
H 0.798 1.957 -0.837  0.1523
H -1.697 1.822 0.057  0.2376
H 0.776 1.050 1.110  0.1628
H -2.862 0.255 1.630  -0.0283


Record 5
Computed, not measured: 2 unconnected molecules or ions with the total composition C7H7N, with ωB97M-V with the def2-TZVPD basis set.

Values from the calculation:
Frontier orbital gap = 10.34 eV
SMILES = c1ccncc1.C#C

Each line ends with the Löwdin charge.
Atoms and positions in Å:
C -1.113 1.231 -0.170  -0.0842
C 0.044 0.513 0.151  -0.1338
C -0.073 -0.787 0.133  -0.2245
N -1.208 -1.479 -0.110  0.0499
C -2.373 -0.810 -0.112  -0.1272
C -2.289 0.604 -0.055  -0.1086
H -1.072 2.329 0.021  0.1283
H 0.959 1.167 0.283  0.1116
H 0.712 -1.525 0.532  0.1408
H -3.235 -1.607 -0.305  0.1488
H -3.341 1.142 -0.080  0.1405
C 3.831 -0.188 -0.312  0.0429
C 2.699 -0.067 0.182  -0.0354
H 4.825 -0.075 -0.530  -0.0198
H 1.634 -0.446 0.371  -0.0292


Record 6
Computed, not measured: a molecular structure, C23H29ClInN2PS, with ωB97M-V with the def2-TZVPD basis set.

Values from the calculation:
Frontier orbital gap (spin up / spin down) = 4.81 / 4.42 eV
Charge = +2

Each line ends with the Löwdin charge.
Atoms and positions in Å:
In 0.158 -0.035 -0.112  -0.0061
Cl 2.373 -0.489 0.083  0.2462
P -0.006 -0.012 -2.417  0.9272
C -0.678 1.510 -3.044  -0.3600
C -1.844 1.520 -3.817  -0.0580
C -2.319 2.713 -4.360  -0.0301
C -1.638 3.909 -4.128  -0.0257
C -0.478 3.910 -3.349  -0.0386
C -0.004 2.721 -2.797  -0.1059
C 1.655 -0.176 -3.052  -0.3853
C 2.355 -1.378 -2.819  -0.1466
C 3.612 -1.567 -3.375  -0.0455
C 4.190 -0.564 -4.162  -0.0301
C 3.504 0.629 -4.381  -0.0386
C 2.239 0.824 -3.828  -0.0610
C -0.974 -1.343 -3.098  -0.3614
C -1.564 -2.328 -2.301  -0.0940
C -2.354 -3.317 -2.880  -0.0454
C -2.543 -3.349 -4.263  -0.0304
C -1.941 -2.377 -5.067  -0.0305
C -1.155 -1.376 -4.489  -0.0809
H 1.915 -2.137 -2.174  0.0955
H 4.152 -2.495 -3.190  0.1233
H 5.180 -0.713 -4.593  0.1240
H 3.956 1.418 -4.984  0.1224
H 1.712 1.758 -3.998  0.0950
H -2.379 0.591 -4.007  0.1060
H -3.226 2.707 -4.964  0.1252
H -2.014 4.842 -4.550  0.1262
H 0.057 4.841 -3.164  0.1242
H 0.903 2.717 -2.185  0.1202
H -1.403 -2.309 -1.223  0.0646
H -2.817 -4.077 -2.249  0.1227
H -3.151 -4.132 -4.716  0.1255
H -2.079 -2.399 -6.148  0.1250
H -0.696 -0.615 -5.121  0.1278
H -1.162 1.158 -0.069  0.1139
H -1.531 -0.580 -0.053  0.1186
C 2.511 -0.169 3.477  -0.0648
N 1.261 -0.076 4.298  -0.1639
C 1.483 -0.077 5.731  -0.0406
C 0.000 0.001 3.764  -0.5986
S -0.009 0.000 2.152  0.8051
N -1.263 0.083 4.290  -0.1550
C -1.620 0.109 5.699  -0.0378
C -2.507 0.162 3.428  -0.0515
H 3.424 -0.217 4.092  0.1071
H 2.601 0.713 2.831  0.0766
H 2.485 -1.079 2.865  0.0648
H 1.127 0.868 6.158  0.1088
H 1.016 -0.965 6.174  0.1085
H 2.552 -0.140 6.004  0.1070
H -2.156 1.039 5.944  0.1154
H -2.271 -0.744 5.946  0.1151
H -0.773 0.055 6.391  0.0677
H -2.472 1.059 2.797  0.0854
H -2.588 -0.733 2.800  0.0832
H -3.426 0.222 4.037  0.1083


| no. | molar mass (g mol⁻¹) | strongest force on any atom (eV Å⁻¹) |
| --- | --- | --- |
| 1 | 458.0 | 5.68 |
| 2 | 102.2 | 0.50 |
| 3 | 1299.8 | 4.64 |
| 4 | 106.2 | 4.01 |
| 5 | 105.1 | 5.85 |
| 6 | 546.8 | 4.18 |